12
Properties=species:S:1:pos:R:3 method="wB97M-V/def2-TZVPD" smiles="C#CCC(C)=O" e_tot_ha=-269.2762 de_lowest_ev=1.906
O -1.3004 0.9780 -1.3922
C -0.5588 0.2018 -0.8392
C 0.9536 0.3276 -1.0756
C 0.5146 0.1271 2.0517
C -0.3398 -0.4117 1.3971
C -1.1606 -0.7558 0.2422
H -2.2091 -0.4625 0.3805
H 1.3142 1.2353 -0.5738
H 1.2591 0.6103 2.6371
H -1.1615 -1.8385 0.0412
H 1.1165 0.4899 -2.1450
H 1.5724 -0.5015 -0.7241

14
Properties=species:S:1:pos:R:3 method="wB97M-V/def2-TZVPD" smiles=CSS.CSS e_tot_ha=-1673.7250 de_lowest_ev=0.362
S -3.8564 -3.0577 0.0299
S 1.5980 2.8249 -0.2791
S -2.3907 -2.1343 -1.1552
S 2.8392 2.4989 -1.9149
C 1.7242 1.2369 0.5744
C -1.6382 -0.9233 -0.0037
H 1.7917 0.4387 -0.1838
H -3.1826 -3.8008 0.9334
H -0.6073 -0.7307 -0.3456
H -2.1678 0.0408 0.0774
H 0.8996 0.9960 1.2663
H 2.6674 1.2601 1.1458
H 3.9193 2.7376 -1.1410
H -1.5964 -1.3870 0.9962

29
Properties=species:S:1:pos:R:3 method="wB97M-V/def2-TZVPD" e_tot_ha=-1395.0972 de_lowest_ev=1.385 charge=+1
Cl 2.6906 -5.1477 0.6853
S 1.3086 2.0740 0.6278
N -0.9902 3.6852 1.6391
N -1.6396 2.1329 0.0117
C -2.1268 0.9887 -0.4191
C 2.1389 -0.6769 0.7276
C -2.7325 0.8393 -1.7586
C 2.4887 -3.4473 0.6963
C 3.1487 -2.6707 1.6492
C 1.9889 0.6883 0.6830
C -0.9710 2.3856 1.1716
C 1.6628 -2.8396 -0.2500
C 1.4728 -1.4806 -0.2298
C 2.9993 -1.3053 1.6555
C -2.1547 -0.3520 -2.5303
H 0.8408 -1.0034 -0.9634
H -3.8082 0.6673 -1.6371
H 3.7876 -3.1463 2.3763
H -2.0547 0.1335 0.2347
H 3.5119 -0.7061 2.3913
H -0.4655 3.8423 2.4859
H -2.3161 -1.2784 -1.9868
H -1.0450 1.6172 1.9305
H -2.6071 1.7563 -2.3384
H -2.6462 -0.4327 -3.4956
H -0.8279 4.4096 0.9519
H -1.0889 -0.2217 -2.7005
H 1.1649 -3.4433 -0.9925
H -1.7300 2.9319 -0.6156

68
Properties=species:S:1:pos:R:3 method="wB97M-V/def2-TZVPD" e_tot_ha=-2250.4123 de_lowest_ev=0.000 charge=+2
Mo 1.7811 0.4714 0.0352
O 0.3598 -0.4753 -0.9141
O -1.4791 -0.0977 -2.7278
O 0.9624 1.9815 -0.7395
O -3.4391 -0.6584 -2.0315
O 2.0258 -3.2342 1.5792
O 2.9039 1.2270 1.7660
O 2.0172 -1.1119 0.9001
O -2.2199 -5.7400 1.2108
O -3.8041 -5.0167 -0.0709
N -2.7126 -4.9463 0.4435
N 0.3944 0.9796 1.4780
N -0.8184 1.3187 1.2752
N -2.2351 -0.7481 -2.0279
N -0.3994 -2.8806 -4.8152
C 2.8133 0.8073 4.1934
C -0.7518 3.0630 -1.9467
C 3.0754 -1.4532 -1.8621
C -1.6447 -1.7242 -1.0949
C 0.1100 -2.4897 0.3613
C 3.7334 0.7345 -0.8981
C -2.0967 3.2386 -2.1250
C 0.6098 0.4890 5.1530
C 1.3821 -1.5043 -3.5495
C 1.4546 -0.1194 -3.7288
C 0.8361 0.8452 2.8105
C -3.0692 2.6676 -1.2591
C -0.6505 -3.6177 0.6663
C 0.3889 -2.2582 -4.2582
C -2.6518 1.9327 -0.1263
C 1.4298 -2.3891 1.0061
C 1.9925 0.5705 5.2889
C 3.0694 -0.0295 -1.9225
C -4.4429 2.8353 -1.5071
C 2.2132 0.9457 2.9591
C -1.8947 -3.7616 0.1013
C 2.2934 0.6107 -2.9258
C -0.3658 -1.5259 -0.5457
C -0.3213 2.2518 -0.8947
C -1.2360 1.7423 0.0735
C 2.2435 -2.1809 -2.6716
C -2.4133 -2.8216 -0.7691
C 4.2570 1.7471 1.9375
C -5.3683 2.2854 -0.6555
C -4.9470 1.5630 0.4694
C -3.6082 1.3848 0.7355
C 0.0184 0.6319 3.9118
H -1.0528 0.5707 3.7817
H -3.4014 -2.9479 -1.1906
H -2.4457 3.8252 -2.9664
H 4.2352 2.4851 2.7342
H 2.2213 -3.2614 -2.6238
H 2.3424 1.6878 -3.0200
H 4.9327 0.9289 2.1774
H 3.9052 1.7905 -1.0918
H 3.7273 -1.9512 -1.1539
H -4.7582 3.3968 -2.3769
H -6.4247 2.4091 -0.8485
H -0.0233 3.4950 -2.6182
H 2.4445 0.4463 6.2632
H -0.0056 0.3053 6.0222
H 4.5356 2.2260 1.0083
H -5.6854 1.1370 1.1354
H -0.2679 -4.3667 1.3473
H 3.8833 0.8686 4.3237
H -3.2933 0.8156 1.5994
H 0.8213 0.3596 -4.4617
H 4.5139 0.2401 -0.3290